A cluster of 12 separate species, H24O12 in total, computed with ωB97M-V/def2-TZVPD.

```
36
Properties=species:S:1:pos:R:3:forces:R:3
O -0.0707 2.9401 -4.1682 0.1 -0.2 -0.2
H -0.6489 3.6216 -4.5110 -0.1 0.2 -0.1
H -0.1081 3.0494 -3.2180 0.1 0.1 0.4
O -1.6459 -3.9379 -2.7842 0.1 -0.2 0.1
H -1.8399 -3.2786 -2.1180 -0.1 0.2 0.2
H -2.0400 -3.5928 -3.5853 -0.1 0.1 -0.2
O 2.5514 -1.1469 -2.2955 -0.2 0.1 0.2
H 3.4020 -1.4802 -2.0098 0.2 -0.1 0.2
H 2.6073 -1.1340 -3.2510 -0.1 0.1 -0.3
O 1.1033 -3.6112 1.6211 0.3 0.1 0.2
H 1.1493 -4.3380 0.9999 0.0 -0.2 -0.2
H 0.2638 -3.1902 1.4361 -0.2 0.2 0.0
O 1.6358 -0.0197 5.2957 0.0 0.2 0.2
H 1.1767 -0.2682 4.4934 -0.1 0.0 -0.2
H 2.3124 -0.6884 5.4020 0.2 -0.1 0.1
O -3.7226 -2.6952 1.0233 0.3 0.2 0.0
H -4.5590 -2.5542 0.5796 -0.2 0.1 -0.2
H -3.8545 -3.4925 1.5363 0.0 -0.2 0.2
O 4.6864 -2.2279 0.9888 0.1 0.2 -0.2
H 5.2547 -2.9548 1.2434 0.2 -0.2 0.1
H 3.8397 -2.4355 1.3840 -0.4 0.0 0.1
O 4.2799 2.2863 -1.2042 0.0 0.3 0.0
H 3.6374 1.5777 -1.2393 -0.2 -0.2 -0.1
H 5.1184 1.8437 -1.0732 0.2 -0.1 0.1
O -0.4244 0.2365 0.4473 0.0 0.2 0.2
H -1.2724 -0.1984 0.3582 -0.3 -0.1 0.0
H 0.1199 -0.1568 -0.2348 0.3 -0.1 -0.3
O -2.8564 3.9960 2.8330 0.0 0.1 0.2
H -2.9381 3.0427 2.8045 0.0 -0.3 0.1
H -3.2346 4.2941 2.0057 0.0 0.2 -0.2
O -4.7076 1.2206 -1.1791 0.1 -0.2 -0.1
H -5.3357 1.2594 -0.4579 -0.2 0.0 0.2
H -4.4487 2.1311 -1.3212 0.1 0.2 -0.1
O 0.0113 4.1337 -0.2389 -0.2 0.1 -0.3
H -0.2531 3.3460 0.2364 -0.1 -0.3 0.2
H 0.8110 4.4223 0.2010 0.2 0.1 0.1
```
Positions in Å, forces in eV/Å.

As for the SMILES: O.O.O.O.O.O.O.O.O.O.O.O. The value obtained for the energy relative to the best compared isomer or geometry (same formula, charge and spin) is 255.81 kJ/mol. As for the net charge: 0. As for the gap between HOMO and LUMO: 11.074 eV. Its electronic energy is -917.22793 a.u.

Löwdin atomic charge list, values in e, 4 entries:
1 O -0.054
2 H 0.027
3 H 0.018
4 O -0.053